10
Properties=species:S:1:pos:R:3 method="wB97M-V/def2-TZVPD" relative_energy_kcal_mol=15.30 multiplicity=1 lumo_energy_ha="-0.096 / -0.096"
C 0.55 0.27 -0.09
C -0.72 0.39 0.59
N 0.59 -0.14 -1.37
O -0.79 0.72 1.84
S 1.88 0.78 0.78
Cl 2.08 -0.43 -2.15
Br -1.06 -2.42 0.35
I -2.48 0.79 -0.47
H -0.18 -0.71 -1.71
H 0.12 0.75 2.23



34
Properties=species:S:1:pos:R:3 method="wB97M-V/def2-TZVPD" relative_energy_kcal_mol=0.00 multiplicity=1 lumo_energy_ha=0.008 smiles="NS(=O)(=O)c1ccc2nc(NC(=O)[C@@H]3CCCO3)sc2c1"
N 5.53 0.74 -1.41
S 5.52 -0.20 -0.01
O 6.16 0.55 1.03
O 6.01 -1.50 -0.35
C 3.77 -0.29 0.31
C 3.17 0.71 1.06
C 1.82 0.69 1.30
C 1.06 -0.35 0.76
N -0.28 -0.52 0.92
C -0.72 -1.55 0.31
N -2.00 -2.00 0.28
C -3.17 -1.31 0.51
O -4.22 -1.91 0.55
C -3.03 0.21 0.61
C -4.39 0.89 0.67
C -4.70 1.10 -0.81
C -3.31 1.39 -1.37
O -2.39 0.66 -0.58
S 0.52 -2.52 -0.53
C 1.70 -1.36 0.00
C 3.06 -1.33 -0.23
H 6.01 1.62 -1.27
H 5.90 0.24 -2.20
H 3.80 1.49 1.46
H 1.32 1.45 1.88
H -2.13 -2.98 0.02
H -2.38 0.44 1.46
H -5.12 0.26 1.17
H -4.31 1.84 1.19
H -5.40 1.91 -0.99
H -5.10 0.18 -1.24
H -3.19 1.08 -2.41
H -3.08 2.46 -1.29
H 3.57 -2.10 -0.80



10
Properties=species:S:1:pos:R:3 method="wB97M-V/def2-TZVPD" relative_energy_kcal_mol=92.53 multiplicity=1 lumo_energy_ha="-0.002 / -0.047"
C -0.05 -0.94 1.73
C 0.72 0.25 1.28
O 1.31 -0.98 1.32
Si -0.45 0.65 -2.12
Cl -0.33 2.67 -2.25
Cl 0.97 -0.18 -3.30
Cl -2.26 -0.14 -2.57
H -0.21 -1.03 2.90
H -0.84 -1.29 1.20
H 1.14 0.98 1.82